Entry 1:
Molecular formula: C30H24N8SSe3TeW
Method: DFT, ωB97M-V with the def2-TZVPD basis set

Each line ends with the Löwdin spin population.
Element x y z (Å)
W: -0.20 0.20 0.25  0.678
C: -2.21 1.72 -1.55  0.006
N: -2.29 0.53 -0.69  0.004
C: -2.78 -0.62 -1.47  0.001
C: -1.64 -1.44 -2.01  0.008
C: -1.85 -2.42 -2.97  -0.001
C: -0.78 -3.15 -3.46  0.009
C: 0.49 -2.86 -2.96  0.000
C: 0.62 -1.88 -2.00  0.008
N: -0.42 -1.18 -1.50  0.004
C: -3.18 0.79 0.44  -0.001
C: -3.03 -0.33 1.44  0.000
C: -3.93 -0.49 2.48  0.003
C: -3.78 -1.58 3.33  0.002
C: -2.81 -2.52 3.02  0.002
C: -1.95 -2.28 1.96  -0.001
N: -2.00 -1.17 1.23  0.003
C: -1.49 2.79 -0.79  0.001
C: -1.77 4.14 -0.93  0.000
C: -1.01 5.07 -0.24  -0.001
C: 0.04 4.59 0.54  0.000
C: 0.27 3.24 0.62  0.005
N: -0.49 2.32 0.00  0.010
H: -3.21 2.05 -1.87  0.001
H: -1.64 1.47 -2.46  0.001
H: -3.42 -0.29 -2.30  0.000
H: -3.39 -1.27 -0.83  0.000
H: -2.85 -2.61 -3.34  0.000
H: -0.92 -3.91 -4.20  0.000
H: 1.37 -3.37 -3.33  0.000
H: 1.60 -1.64 -1.62  0.001
H: -4.23 0.87 0.12  0.000
H: -2.91 1.74 0.91  0.000
H: -4.72 0.22 2.62  0.000
H: -4.41 -1.69 4.20  0.000
H: -2.73 -3.43 3.59  0.000
H: -1.20 -3.01 1.67  0.000
H: -2.57 4.45 -1.58  0.000
H: -1.20 6.12 -0.34  0.000
H: 0.67 5.27 1.09  0.000
H: 1.10 2.86 1.21  0.001
S: 7.01 -1.78 -1.18  0.001
N: 5.94 -2.35 -0.13  0.001
C: 4.85 -1.60 -0.15  -0.001
C: 3.65 -1.79 0.61  0.006
C: 3.46 -2.82 1.52  0.007
C: 2.27 -2.85 2.23  0.004
C: 1.29 -1.91 1.96  0.007
N: 1.39 -0.97 1.01  0.006
C: 2.60 -0.87 0.38  0.005
C: 2.69 0.17 -0.58  0.019
N: 1.54 0.87 -0.81  0.009
C: 1.61 1.81 -1.77  0.034
C: 2.76 2.13 -2.47  -0.002
C: 3.93 1.40 -2.26  0.034
C: 3.88 0.38 -1.33  0.001
C: 4.96 -0.53 -1.10  0.000
N: 6.13 -0.55 -1.73  -0.003
H: 4.23 -3.56 1.67  0.000
H: 2.11 -3.58 3.00  0.000
H: 0.40 -1.87 2.58  0.000
H: 0.71 2.35 -2.01  0.001
H: 2.74 2.92 -3.20  -0.001
H: 4.83 1.58 -2.82  0.002
Se: -0.13 0.84 2.68  0.117
Se: 0.00 1.50 6.66  0.674
Te: -2.17 1.47 5.70  0.304
Se: -1.79 2.32 3.29  0.031

Calculated values
⟨S²⟩: 2.0178
Spin multiplicity: 3
E_tot (a.u.): -9532.90063
Frontier orbital gap (alpha / beta) (eV): 5.6628 / 5.7368
Relative energy (zero: lowest compared OMol25 entry of this formula, charge and spin) (kcal per mole): 14.32
Net charge: +2

=====

Entry 2:
Molecular formula: C3H5NOS2
Method: DFT, ωB97M-V with the def2-TZVPD basis set

Each line ends with the natural charge from an NBO analysis.
Element x y z (Å)
C: -0.98 1.99 0.05  -0.698
C: -1.08 0.43 0.00  0.062
C: 1.22 0.40 0.16  -0.106
H: -2.06 2.50 -0.52  0.282
H: -0.02 2.36 -0.66  0.248
H: -0.66 2.22 1.08  0.250
H: -0.74 -1.77 -0.50  0.462
H: 1.15 1.46 0.54  0.205
N: 0.05 -0.30 0.33  -0.139
O: 0.13 -1.56 0.23  -0.488
S: -2.44 -0.51 -0.15  -0.042
S: 2.82 -0.06 -0.19  -0.035

Calculated values
E_tot (a.u.): -1043.51665
Frontier orbital gap (eV): 7.7930
Relative energy (zero: lowest compared OMol25 entry of this formula, charge and spin) (kcal per mole): 108.30
Net charge: 0
SMILES: CC(=S)N(O)C=S

=====

Entry 3:
Molecular formula: C46H127N11O12
Method: DFT, ωB97M-V with the def2-TZVPD basis set

Each line ends with the Mulliken charge.
Element x y z (Å)
C: -5.31 -3.96 -0.08  -1.591
C: -3.82 -3.87 -0.06  1.148
C: -3.32 -3.81 1.38  -0.131
O: -3.97 -2.78 2.14  -0.529
C: -3.68 -1.45 1.75  0.070
N: -3.05 -4.91 -0.79  -0.584
H: -5.73 -4.89 0.26  0.394
H: -5.54 -3.66 -1.12  0.403
H: -5.76 -3.17 0.52  0.303
H: -3.57 -2.96 -0.56  -0.210
H: -2.23 -3.61 1.33  -0.229
H: -3.49 -4.76 1.88  0.389
H: -2.57 -1.30 1.76  -0.100
H: -4.08 -0.76 2.48  -0.080
H: -4.11 -1.14 0.77  0.348
H: -2.06 -4.71 -0.62  0.149
H: -3.27 -5.83 -0.45  0.286
C: 4.55 3.84 2.82  -1.510
C: 3.73 3.12 1.79  0.470
C: 4.36 1.76 1.54  -1.040
O: 3.82 1.30 0.35  0.125
C: 4.44 0.19 -0.21  -0.239
N: 2.33 2.91 2.12  -0.094
H: 4.92 3.14 3.59  0.272
H: 3.94 4.70 3.29  0.332
H: 5.41 4.28 2.29  0.404
H: 3.75 3.57 0.79  0.329
H: 4.04 1.10 2.32  0.367
H: 5.47 1.78 1.49  0.445
H: 3.96 0.00 -1.15  -0.291
H: 4.43 -0.66 0.46  0.159
H: 5.48 0.45 -0.42  0.519
H: 1.84 2.71 1.25  -0.326
H: 2.11 2.09 2.71  0.116
C: -0.18 -2.81 3.62  -0.561
C: -0.74 -2.30 4.95  0.425
C: -0.96 -0.84 4.76  0.068
O: -1.34 -0.18 5.97  -0.519
C: -1.91 1.11 5.90  -0.527
N: -1.89 -3.06 5.38  -0.809
H: -0.53 -3.80 3.40  0.633
H: 0.92 -2.91 3.67  0.005
H: -0.43 -2.20 2.77  -0.587
H: -0.02 -2.45 5.80  0.044
H: -1.82 -0.69 4.05  0.467
H: -0.09 -0.39 4.29  0.101
H: -1.30 1.82 5.41  0.057
H: -2.17 1.33 6.92  0.472
H: -2.80 1.09 5.23  0.070
H: -2.69 -2.96 4.80  0.215
H: -2.19 -2.75 6.29  0.332
C: -4.99 2.17 3.98  -1.059
C: -4.80 3.29 2.97  0.263
C: -3.28 3.68 2.75  -0.818
O: -2.52 2.46 2.54  0.450
C: -1.11 2.85 2.40  -0.395
N: -5.35 3.03 1.64  -0.539
H: -6.08 2.04 3.97  0.442
H: -4.69 2.51 4.96  0.374
H: -4.57 1.18 3.67  -0.097
H: -5.32 4.15 3.41  0.358
H: -2.90 4.19 3.66  0.553
H: -3.21 4.38 1.89  0.106
H: -0.79 3.50 3.22  0.679
H: -0.88 3.40 1.46  -0.133
H: -0.55 1.95 2.47  -0.273
H: -4.67 2.39 1.18  -0.015
H: -6.20 2.41 1.62  0.273
C: -5.13 2.54 -3.85  -1.439
C: -4.73 2.55 -2.35  0.178
C: -3.36 2.14 -2.11  0.514
O: -3.29 1.77 -0.75  0.161
C: -2.14 0.96 -0.57  -0.433
N: -5.06 3.84 -1.75  -0.625
H: -5.47 1.57 -4.22  0.277
H: -4.36 3.07 -4.50  0.209
H: -6.00 3.14 -4.03  0.577
H: -5.34 1.73 -1.85  -0.160
H: -2.59 2.89 -2.29  -0.035
H: -3.29 1.28 -2.77  -0.062
H: -1.26 1.43 -1.02  0.390
H: -2.38 0.01 -1.01  0.383
H: -2.03 0.78 0.48  -0.555
H: -6.01 4.01 -2.01  0.314
H: -5.06 3.75 -0.69  0.129
C: -1.79 -3.91 -6.44  -1.493
C: -1.48 -3.20 -5.16  1.074
C: -2.54 -2.12 -4.85  -0.494
O: -2.60 -1.19 -5.87  -0.375
C: -3.66 -0.20 -5.69  -0.654
N: -1.29 -4.14 -4.01  -0.665
H: -1.06 -4.75 -6.62  0.388
H: -1.92 -3.15 -7.23  0.295
H: -2.77 -4.39 -6.27  0.296
H: -0.52 -2.60 -5.35  -0.200
H: -2.34 -1.62 -3.83  -0.072
H: -3.53 -2.62 -4.80  0.689
H: -3.82 0.31 -6.62  0.429
H: -3.43 0.45 -4.86  -0.096
H: -4.62 -0.64 -5.40  0.449
H: -0.56 -3.76 -3.41  0.181
H: -2.13 -4.16 -3.47  0.280
C: 4.39 -4.38 -0.76  -1.402
C: 3.53 -4.98 0.36  0.093
C: 3.24 -3.85 1.34  -0.287
O: 4.44 -3.31 1.81  -0.459
C: 4.17 -2.46 2.92  -0.607
N: 2.20 -5.55 -0.04  -0.498
H: 4.81 -5.10 -1.46  0.454
H: 5.30 -3.98 -0.31  0.431
H: 3.86 -3.61 -1.32  0.240
H: 4.17 -5.69 0.93  0.376
H: 2.72 -4.28 2.20  0.516
H: 2.63 -3.03 0.94  -0.168
H: 3.50 -1.60 2.70  -0.089
H: 5.14 -2.12 3.28  0.427
H: 3.70 -2.96 3.77  0.442
H: 2.36 -6.37 -0.62  0.243
H: 1.68 -5.77 0.79  0.213
C: 4.70 1.08 -6.38  -1.640
C: 3.53 1.42 -5.46  0.415
C: 2.17 0.91 -6.00  -0.889
O: 1.20 1.41 -4.98  -0.223
C: -0.10 0.95 -5.28  -0.632
N: 3.69 0.85 -4.12  -0.088
H: 4.68 1.65 -7.31  0.420
H: 4.78 0.05 -6.59  0.268
H: 5.59 1.35 -5.86  0.433
H: 3.42 2.51 -5.47  0.291
H: 2.09 -0.16 -6.11  0.244
H: 1.93 1.39 -6.94  0.655
H: -0.76 1.38 -4.52  0.016
H: -0.22 -0.13 -5.13  0.122
H: -0.52 1.25 -6.21  0.541
H: 2.80 0.96 -3.55  -0.297
H: 4.43 1.31 -3.60  0.225
C: -1.04 7.10 -2.31  -1.520
C: -1.67 5.86 -1.77  1.003
C: -0.57 4.97 -1.20  0.000
O: 0.19 4.35 -2.20  -0.309
C: 1.48 3.93 -1.82  -0.287
N: -2.66 6.07 -0.74  -0.628
H: -0.23 6.69 -2.90  0.275
H: -0.54 7.67 -1.47  0.358
H: -1.58 7.80 -2.88  0.458
H: -2.08 5.32 -2.63  -0.156
H: -1.06 4.18 -0.60  -0.786
H: 0.11 5.52 -0.51  0.826
H: 1.48 3.38 -0.85  -0.019
H: 2.14 4.79 -1.81  0.451
H: 1.92 3.22 -2.50  -0.101
H: -3.39 5.36 -0.80  0.160
H: -3.15 6.95 -0.92  0.270
C: 2.69 -1.15 5.77  -0.988
C: 1.80 -0.20 6.53  0.932
C: 2.37 0.19 7.90  -1.230
O: 1.46 1.19 8.42  -0.240
C: 1.91 1.89 9.58  -0.732
N: 1.59 0.95 5.69  -0.348
H: 3.64 -0.61 5.45  0.391
H: 2.19 -1.45 4.86  -0.315
H: 3.05 -1.95 6.46  0.442
H: 0.82 -0.62 6.73  0.018
H: 3.33 0.73 7.85  0.466
H: 2.47 -0.68 8.53  0.389
H: 3.01 2.16 9.46  0.279
H: 1.73 1.21 10.41  0.285
H: 1.33 2.81 9.75  0.217
H: 0.89 1.58 6.06  0.207
H: 2.45 1.51 5.65  0.244
C: 1.13 -0.67 -2.35  -0.389
C: 1.39 -1.83 -1.48  2.815
C: 0.17 -1.93 -0.51  -2.842
O: -0.10 -0.79 0.32  1.429
C: 1.04 -0.30 1.06  2.254
N: 1.32 -3.06 -2.28  -0.360
H: 0.14 -0.89 -2.78  -0.492
H: 1.87 -0.64 -3.17  -0.496
H: 0.99 0.28 -1.85  0.244
H: 2.36 -1.70 -0.98  -0.658
H: 0.29 -2.78 0.10  0.297
H: -0.74 -2.01 -1.04  0.716
H: 1.81 -1.06 1.28  -1.516
H: 0.75 0.18 2.00  -1.048
H: 1.49 0.51 0.44  -0.018
H: 1.39 -3.90 -1.73  0.382
H: 2.13 -2.99 -2.97  0.080
C: 3.98 -4.03 -5.50  -1.337
C: 4.61 -2.76 -4.97  0.135
O: 3.73 -2.24 -3.97  -0.372
H: 4.64 -4.61 -6.18  0.371
H: 3.06 -3.82 -6.06  0.307
H: 3.68 -4.76 -4.82  0.348
H: 4.80 -2.06 -5.80  -0.009
H: 5.56 -2.84 -4.44  0.314
H: 3.82 -1.26 -3.94  0.058

Calculated values
E_tot (a.u.): -3333.74174
Frontier orbital gap (eV): 9.2761
Relative energy (zero: lowest compared OMol25 entry of this formula, charge and spin) (kcal per mole): 28.57
Net charge: 0
SMILES: COC[C@H](C)N.COC[C@H](C)N.COC[C@H](C)N.COC[C@H](C)N.COC[C@H](C)N.COC[C@H](C)N.COC[C@H](C)N.COC[C@H](C)N.COC[C@H](C)N.COC[C@H](C)N.COC[C@H](C)N.CCO

=====

Entry 4:
Molecular formula: C5H7N3O2S
Method: DFT, ωB97M-V with the def2-TZVPD basis set

Each line ends with the natural charge from an NBO analysis.
Element x y z (Å)
C: 2.35 -1.84 -1.87  -0.047
C: 2.10 -1.63 -3.18  -0.451
C: 0.70 -0.49 -1.66  0.227
C: 0.07 0.89 1.30  -0.620
C: -1.13 0.31 0.51  -0.265
N: 1.55 -1.14 -0.95  -0.489
N: -1.16 0.42 -0.93  -0.231
N: -1.44 1.58 -1.61  0.607
O: -1.09 1.59 -2.76  -0.411
O: -2.20 2.40 -1.12  -0.403
S: 0.79 -0.54 -3.35  0.521
H: 3.15 -2.52 -1.57  0.223
H: 2.51 -2.15 -3.95  0.240
H: -0.13 0.48 2.37  0.219
H: 0.98 0.57 0.71  0.228
H: -0.01 1.98 1.36  0.211
H: -1.10 -0.75 0.67  0.210
H: -1.94 0.78 1.03  0.233

Calculated values
E_tot (a.u.): -907.40618
Frontier orbital gap (eV): 8.5492
Relative energy (zero: lowest compared OMol25 entry of this formula, charge and spin) (kcal per mole): 185.72
Net charge: 0

=====

Entry 5:
Molecular formula: C36H35ClN4O2PRuSSe2
Method: DFT, ωB97M-V with the def2-TZVPD basis set

Each line ends with the Löwdin spin population.
Element x y z (Å)
Ru: -0.84 0.13 -0.13  0.099
S: -0.89 0.43 2.20  0.008
C: 0.71 1.17 2.20  0.012
N: 1.21 1.84 3.21  -0.030
N: 0.44 1.94 4.26  -0.019
C: 0.89 2.53 5.45  0.000
C: 2.13 3.16 5.53  -0.003
C: 2.55 3.69 6.74  0.000
C: 1.74 3.61 7.87  -0.003
C: 0.49 3.02 7.77  0.000
C: 0.06 2.48 6.57  -0.003
N: 1.56 1.06 1.14  -0.007
N: 1.15 0.47 0.12  0.023
C: 2.18 0.26 -0.86  0.000
C: 3.50 0.63 -0.63  0.003
C: 4.47 0.41 -1.59  0.000
C: 4.13 -0.19 -2.80  0.004
C: 2.82 -0.56 -3.04  0.000
C: 1.85 -0.33 -2.07  0.005
H: -0.49 1.53 4.22  0.000
H: 2.75 3.21 4.64  0.000
H: 3.52 4.17 6.80  0.000
H: 2.08 4.02 8.81  0.000
H: -0.15 2.97 8.64  0.000
H: -0.91 2.00 6.49  0.000
H: 3.76 1.09 0.31  0.000
H: 5.49 0.71 -1.41  0.000
H: 4.90 -0.37 -3.55  0.000
H: 2.53 -1.02 -3.98  0.000
H: 0.82 -0.60 -2.26  0.004
O: 1.41 3.05 -0.94  0.001
C: 1.12 4.10 -1.84  0.002
C: -0.24 3.91 -2.51  0.010
C: -0.31 4.99 -3.60  0.000
O: -1.57 5.09 -4.25  0.000
C: -0.29 2.51 -3.18  0.030
Se: -1.47 1.19 -2.34  0.405
C: -1.43 4.12 -1.56  0.022
Se: -1.63 2.99 0.03  0.392
H: 2.09 3.31 -0.33  0.000
H: 1.89 4.12 -2.62  0.000
H: 1.14 5.08 -1.33  0.001
H: 0.49 4.82 -4.33  0.000
H: -0.14 5.97 -3.14  0.000
H: -1.80 4.24 -4.63  0.000
H: 0.71 2.09 -3.25  0.004
H: -0.69 2.58 -4.19  0.003
H: -2.35 4.00 -2.11  0.001
H: -1.39 5.15 -1.19  0.006
Cl: -3.24 -0.10 -0.05  0.001
C: -3.57 -1.75 0.40  -0.001
C: -4.81 -2.04 0.96  0.000
C: -5.10 -3.35 1.29  -0.001
C: -4.17 -4.35 1.05  0.000
C: -2.93 -4.04 0.50  -0.001
C: -2.61 -2.72 0.18  -0.002
P: -0.96 -2.23 -0.50  0.007
C: -1.16 -2.58 -2.27  0.011
C: -2.37 -2.33 -2.91  0.006
C: -2.47 -2.42 -4.29  0.003
C: -1.37 -2.77 -5.05  0.005
C: -0.16 -3.03 -4.43  0.000
C: -0.04 -2.92 -3.05  0.003
C: 0.07 -3.54 0.20  -0.004
C: 0.35 -4.76 -0.41  0.000
C: 1.05 -5.74 0.28  0.000
C: 1.45 -5.52 1.59  0.000
C: 1.17 -4.31 2.21  0.000
C: 0.49 -3.32 1.52  0.000
H: -5.51 -1.24 1.14  0.000
H: -6.05 -3.59 1.74  0.000
H: -4.40 -5.38 1.29  0.000
H: -2.21 -4.82 0.32  0.000
H: -3.24 -2.05 -2.32  0.001
H: -3.42 -2.21 -4.77  0.000
H: -1.45 -2.82 -6.13  0.000
H: 0.71 -3.31 -5.01  0.000
H: 0.91 -3.09 -2.57  0.000
H: 0.01 -4.95 -1.42  0.000
H: 1.27 -6.68 -0.21  0.000
H: 1.98 -6.29 2.12  0.000
H: 1.48 -4.14 3.23  0.000
H: 0.27 -2.36 1.99  0.000

Calculated values
⟨S²⟩: 0.8088
Spin multiplicity: 2
E_tot (a.u.): -7859.78323
Frontier orbital gap (alpha / beta) (eV): 6.1250 / 5.7264
Relative energy (zero: lowest compared OMol25 entry of this formula, charge and spin) (kcal per mole): 21.09
Net charge: 0

=====

Entry 6:
Molecular formula: C11H18Cl2HoN2
Method: DFT, ωB97M-V with the def2-TZVPD basis set

Each line ends with the Löwdin spin population.
Element x y z (Å)
Ho: 2.10 -0.15 -0.36  4.067
Cl: 2.30 -2.32 -1.62  -0.006
Cl: 2.92 2.21 -0.34  -0.006
C: 3.88 -0.91 0.50  -0.056
H: 4.51 -0.26 1.14  -0.004
H: 4.23 -1.95 0.45  -0.005
C: -1.41 1.54 -1.32  0.001
C: -0.27 0.98 -1.60  0.001
H: -1.46 2.44 -0.70  0.000
C: -0.19 -0.31 -2.38  0.001
H: 0.69 1.53 -1.42  0.001
C: -1.37 -0.47 -3.36  0.000
H: 0.76 -0.41 -2.92  0.000
H: -0.21 -1.17 -1.68  0.000
C: -2.70 -0.24 -2.65  0.000
H: -1.26 0.26 -4.17  0.000
H: -1.35 -1.46 -3.82  0.000
C: -2.75 1.07 -1.82  0.000
H: -3.51 -0.23 -3.39  0.000
H: -2.89 -1.07 -1.96  0.000
H: -3.22 1.85 -2.42  0.000
H: -3.44 0.91 -0.97  0.000
C: -0.44 1.61 2.09  0.001
C: -0.39 0.13 1.99  0.004
N: 0.43 -0.62 1.25  -0.003
C: 0.09 -1.96 1.51  0.002
C: -0.95 -1.98 2.40  0.000
N: -1.24 -0.65 2.68  0.002
H: -1.04 1.89 2.96  0.000
H: 0.58 2.01 2.18  0.000
H: -0.90 2.03 1.18  0.000
H: 0.62 -2.77 1.04  0.000
H: -1.48 -2.81 2.85  0.000
H: -1.96 -0.31 3.29  0.000

Calculated values
⟨S²⟩: 6.0112
Spin multiplicity: 5
E_tot (a.u.): -2407.91861
Frontier orbital gap (alpha / beta) (eV): 3.4411 / 3.5264
Relative energy (zero: lowest compared OMol25 entry of this formula, charge and spin) (kcal per mole): 29.90
Net charge: -1